(1)
C31H47Ge2N5O2PPdS2 | ωB97M-V/def2-TZVPD

Structure (XYZ):
```
91
Properties=species:S:1:pos:R:3:forces:R:3
Pd 0.041881 0.027579 0.202234 -1.7 -0.2 0.4
C 2.690047 -1.259133 4.759589 0.0 0.1 -0.1
C 3.371113 -0.127678 4.014272 0.0 -0.2 0.1
O 2.436458 0.859646 3.565468 -0.1 0.1 -0.1
P 1.419512 0.658481 2.333754 0.6 0.4 1.2
S -0.374309 0.107332 2.965972 0.5 0.3 -0.4
S 2.271499 -0.571492 0.995159 -0.2 0.4 -0.1
O 1.403084 2.171652 1.769328 0.0 -0.2 0.2
C 1.537501 3.350265 2.601620 0.0 0.1 0.1
C 0.484268 3.482076 3.685606 0.1 -0.2 -0.2
H 3.443025 -1.923705 5.184417 0.0 0.0 0.0
H 2.055210 -1.828217 4.079501 0.0 0.0 0.0
H 2.065462 -0.864990 5.561538 0.0 0.0 0.0
H 3.922093 -0.518956 3.155805 0.0 0.1 0.0
H 4.060206 0.418735 4.657292 0.0 0.0 0.0
H 1.455712 4.173690 1.893793 0.1 0.0 0.0
H 2.537898 3.357955 3.035732 0.0 -0.1 -0.1
H -0.515154 3.376552 3.265880 0.0 0.0 0.0
H 0.573387 4.466118 4.149020 0.0 0.0 0.0
H 0.618853 2.721470 4.451197 0.0 0.0 0.1
C 2.234411 -0.236010 -2.594301 0.0 0.2 0.0
C 2.364863 1.145061 -1.978413 -0.6 0.4 0.4
Ge 0.685211 2.004075 -1.125523 1.9 -1.1 -2.0
C 1.509007 3.833284 -0.884983 -0.7 -0.3 0.8
C 1.892801 4.503343 -2.198606 -0.1 -0.2 -0.1
C -0.372956 2.024269 -2.781964 -0.3 0.2 0.4
C -1.033041 0.941494 -3.195063 0.2 -0.4 0.3
Ge -1.258075 -0.520351 -1.817136 -1.4 1.0 -0.9
C -3.035733 0.136345 -1.060951 0.4 -0.1 0.3
C -2.918182 1.340366 -0.125358 -0.1 -0.1 0.0
C -1.727275 -2.369708 -2.520246 0.7 0.3 0.3
C -1.572580 -2.643548 -4.016848 0.1 0.1 0.1
C -1.618594 0.869397 -4.549516 0.1 0.0 -0.3
C -0.886729 1.331568 -5.650102 -0.1 -0.1 0.1
C -1.418752 1.288579 -6.928080 0.0 0.0 0.0
C -2.691547 0.776874 -7.138749 0.0 0.0 0.0
C -3.426351 0.312615 -6.058082 -0.1 0.0 0.0
C -2.893842 0.355265 -4.779567 0.1 0.1 0.1
H 3.182227 -0.548755 -3.042170 0.0 -0.1 0.0
H 1.479229 -0.244073 -3.384555 0.0 0.0 0.0
H 1.954091 -0.981400 -1.849489 0.0 -0.1 0.0
H 2.653680 1.859528 -2.753676 0.1 0.0 0.0
H 3.124620 1.153888 -1.195439 0.1 0.0 -0.1
H 2.390004 3.686600 -0.257432 0.0 -0.1 0.0
H 0.824763 4.480784 -0.330497 0.1 0.0 0.0
H 2.628643 3.915032 -2.746179 0.0 0.1 0.0
H 2.325390 5.485803 -1.999890 0.0 0.0 0.0
H 1.025774 4.649259 -2.843672 0.0 0.0 0.0
H -0.351767 2.914129 -3.410643 0.0 0.0 -0.1
H -3.492635 -0.706927 -0.537579 0.0 0.0 0.0
H -3.689009 0.403744 -1.894472 0.1 -0.1 -0.1
H -2.234860 1.141173 0.708145 0.0 0.1 0.0
H -3.884833 1.609175 0.312128 0.0 0.0 0.0
H -2.544254 2.207663 -0.671458 0.1 0.0 0.1
H -2.748796 -2.566541 -2.187425 0.0 0.1 0.1
H -1.082638 -3.058128 -1.969977 -0.1 0.0 0.0
H -2.408085 -2.244959 -4.583959 0.0 0.0 -0.1
H -1.521401 -3.718972 -4.199868 0.0 0.0 0.0
H -0.662866 -2.191817 -4.416672 0.0 0.0 0.0
H 0.112872 1.715556 -5.491042 0.0 0.0 0.0
H -0.838080 1.660018 -7.763525 0.0 0.0 0.0
H -3.108198 0.740144 -8.136928 0.0 0.0 0.0
H -4.420759 -0.087692 -6.214426 0.0 0.0 0.0
H -3.472522 0.003666 -3.933755 0.0 -0.1 -0.1
C -3.407593 -1.534111 2.150819 0.1 0.0 0.0
C -2.291094 -2.356921 1.609745 0.0 0.0 0.0
N -1.363443 -1.938866 0.785034 0.5 -0.2 -0.3
C -0.485104 -2.988209 0.607225 -0.2 -0.2 0.1
C -0.896686 -4.056000 1.335192 0.2 0.0 -0.2
N -2.052846 -3.653111 1.964768 0.0 0.2 0.1
C -2.884011 -4.489925 2.787715 -0.1 -0.1 0.0
N -3.476850 -5.560697 2.028904 -0.1 0.0 -0.1
N -3.346755 -6.838882 2.458643 0.0 0.1 0.1
N -4.019905 -7.611932 1.706506 -0.1 -0.3 -0.1
C -4.633567 -6.860674 0.728573 0.1 0.5 0.1
C -5.476537 -7.228441 -0.321464 0.0 0.0 0.0
C -5.933583 -6.224192 -1.143468 -0.1 -0.2 0.0
C -5.564131 -4.881977 -0.945224 0.1 0.1 0.1
C -4.736113 -4.501047 0.087300 0.0 0.2 -0.1
C -4.283835 -5.516686 0.929332 -0.1 -0.4 0.0
H -3.177450 -0.485305 1.978381 0.0 0.0 -0.1
H -3.513176 -1.677482 3.226409 0.0 0.0 0.0
H -4.362042 -1.767376 1.674461 0.0 0.0 0.0
H 0.380587 -2.888464 -0.024746 0.0 -0.1 0.0
H -0.495666 -5.047986 1.455356 0.0 0.0 0.0
H -3.662061 -3.873658 3.234387 0.0 0.0 0.0
H -2.305923 -4.966752 3.577550 0.0 0.0 0.0
H -5.752621 -8.263707 -0.467265 0.0 0.0 0.0
H -6.594095 -6.467881 -1.965092 0.0 0.0 0.0
H -5.938735 -4.130774 -1.628174 0.0 0.0 0.0
H -4.445846 -3.467057 0.216698 0.0 0.0 0.0
```
Positions in Å, forces in eV/Å.

Output
multiplicity	2
relative energy (zero: lowest compared OMol25 entry of this formula, charge and spin)	54.5	kcal/mol
Kohn-Sham gap (spin up / spin down)	7.258 / 6.222	eV
HOMO (spin up / spin down)	-7.75 / -7.81	eV
lowest unoccupied orbital energy (spin up / spin down)	-0.018 / -0.058	hartree
⟨S²⟩	0.756
calculated total energy	-7053.18324	Eh

(2)
C31H47HfNO3P2S | ωB97M-V/def2-TZVPD

Structure (XYZ):
```
86
Properties=species:S:1:pos:R:3:forces:R:3
Hf 0.286320 1.590031 0.268106 0.3 -2.1 -1.4
C 1.075440 1.220382 2.867608 -0.6 0.3 0.2
C 2.184006 1.683247 2.107327 -0.4 0.5 0.1
C 0.417357 3.182805 1.784729 1.2 -0.3 1.1
C -0.051642 2.059038 2.577201 0.6 1.2 0.3
C 1.807973 2.907115 1.461795 -0.5 0.1 1.0
C 1.161075 0.240486 3.987353 0.2 -0.3 -0.2
H 2.208929 -0.006823 4.214474 -0.4 0.1 -0.2
H 0.618135 -0.679723 3.728896 -0.1 -0.1 0.4
H 0.695355 0.619701 4.914519 0.0 0.0 -0.5
C -1.401202 2.016220 3.211265 -0.5 0.2 -0.2
H -1.358525 1.526885 4.191869 -0.1 -0.1 -0.3
H -2.123482 1.462813 2.589931 0.0 -0.1 0.4
H -1.799772 3.036900 3.338377 0.2 -0.4 0.0
C -0.365825 4.404859 1.419419 -0.3 0.2 -0.4
H -0.316759 5.178076 2.201847 0.0 -0.3 -0.1
H -1.429025 4.176575 1.265094 0.1 0.1 0.1
H 0.011215 4.873978 0.502485 -0.1 0.0 0.1
C 2.752161 3.871790 0.844799 0.2 0.3 -0.5
H 3.449367 4.276267 1.595362 -0.2 -0.2 -0.2
H 2.199828 4.724146 0.443922 0.2 0.0 -0.1
H 3.331301 3.408123 0.037346 0.1 0.2 0.1
C 3.557615 1.126501 2.296016 0.5 -0.3 -0.5
H 3.919737 1.230444 3.335321 -0.4 0.1 -0.4
H 4.288255 1.627341 1.650717 -0.1 -0.1 0.1
H 3.575226 0.047749 2.070643 0.1 0.4 0.2
C -0.299657 -0.735545 0.053910 1.8 -0.4 0.3
C 0.724335 -1.057156 0.934807 -1.7 -1.0 -0.2
C 1.989758 -1.776684 0.600561 0.8 0.7 0.4
C 2.785248 -1.353636 -0.684653 0.7 -1.4 -0.1
C 2.899664 0.090031 -0.930469 -2.2 1.5 1.1
C 1.797125 0.809747 -1.401697 0.7 -1.5 -0.5
C 0.661645 0.054637 -2.156032 -0.6 0.0 0.3
C -0.115077 -1.059750 -1.420123 -0.6 -0.2 0.6
H 1.774734 -2.869551 0.573914 -0.1 0.6 0.0
H 2.357746 -1.857289 -1.557838 0.0 0.2 0.1
H 2.648692 -1.657668 1.482220 -0.2 -0.2 -0.5
H 0.366416 -2.044885 -1.540421 -0.3 0.3 0.3
H -1.319224 -0.590328 0.446369 0.1 0.0 0.4
H 0.417274 -1.176603 1.976748 -0.1 0.2 0.1
H -1.133774 -1.170708 -1.877793 1.2 0.3 0.7
H -0.174752 0.778982 -2.440496 1.5 -1.2 0.6
H 1.967160 1.836919 -1.766242 0.1 -0.1 0.5
H 1.069527 -0.289788 -3.126518 0.0 0.1 0.6
H 3.782664 -1.795187 -0.557576 -0.2 0.2 -0.1
H 3.753642 0.640294 -0.528935 0.0 -0.1 -0.4
P -0.858468 -1.264497 -4.141249 -0.7 -0.4 -0.9
P -0.168772 2.416816 -3.487266 0.4 1.6 -0.3
C -0.446026 0.085640 -5.351166 0.1 -0.4 -0.4
C -0.773068 1.570835 -5.038259 -0.6 -0.4 0.1
H -1.015044 -0.233682 -6.240786 0.3 0.6 -0.1
H 0.617236 -0.056995 -5.594224 -0.2 0.2 0.0
H -0.428083 2.174335 -5.892803 -0.1 0.0 0.3
H -1.865348 1.661431 -4.979771 0.1 0.1 -0.1
C -0.834059 4.102299 -3.435550 -0.5 0.5 -0.8
H -0.192831 4.723348 -2.793039 -0.2 -0.3 -0.1
H -1.841995 4.055857 -3.003962 0.2 0.1 -0.1
H -0.918485 4.597267 -4.413130 0.1 -0.1 0.2
C 1.631350 2.662584 -3.861879 -0.1 0.0 0.2
H 1.842439 3.066950 -4.864441 -0.3 -0.2 0.3
H 2.148497 1.699317 -3.738331 0.0 0.4 -0.3
H 2.022541 3.379478 -3.119187 0.0 -0.2 -0.3
C -2.417142 -1.989203 -4.749570 -0.1 0.4 -0.4
H -2.550440 -2.989190 -4.302375 -0.1 0.5 -0.1
H -2.345681 -2.087966 -5.845015 -0.3 -0.1 0.3
H -3.233530 -1.317062 -4.474483 -0.2 -0.3 -0.1
C 0.201124 -2.663582 -4.705808 0.2 0.2 -0.1
H 1.111755 -2.310693 -5.203061 -0.1 -0.2 0.1
H -0.399393 -3.267274 -5.401391 0.5 0.1 0.1
H 0.469297 -3.276382 -3.835365 0.0 0.0 -0.3
O 0.250226 -3.997477 2.791059 -1.0 0.8 0.3
C -0.758415 -3.396901 3.190910 0.3 0.2 -0.1
N -0.899086 -2.038367 3.252007 0.8 1.3 -0.8
S -2.378084 -1.461011 3.592183 1.0 -2.5 0.6
O -2.384965 -0.694579 4.817768 0.1 0.5 -0.6
O -3.000379 -0.883841 2.412503 0.3 0.6 -0.1
C -2.993412 -3.080875 3.924069 -1.3 0.0 0.5
C -4.245964 -3.392140 4.447355 0.2 -0.5 0.0
C -4.501541 -4.741324 4.737894 0.4 0.0 -0.3
C -3.523924 -5.723205 4.474014 -0.1 0.3 0.1
C -2.279695 -5.373608 3.948712 0.1 0.5 -0.1
C -2.013035 -4.026726 3.698587 -0.5 -0.7 0.0
H -4.982904 -2.611991 4.634713 0.1 -0.2 0.0
H -5.466633 -5.041071 5.148627 0.3 0.1 -0.1
H -3.731026 -6.769309 4.698141 0.0 0.3 -0.1
H -1.493221 -6.087949 3.717372 -0.3 -0.1 0.2
```
Positions in Å, forces in eV/Å.

Output
charge	+2
relative energy (zero: lowest compared OMol25 entry of this formula, charge and spin)	40.1	kcal/mol
Kohn-Sham gap	4.286	eV
HOMO	-12.45	eV
lowest unoccupied orbital energy	-0.300	hartree
calculated total energy	-2618.03765	Eh

(3)
C31H47HfNO4P2 | ωB97M-V/def2-TZVPD

Structure (XYZ):
```
86
Properties=species:S:1:pos:R:3:forces:R:3
Hf 0.035497 0.012908 -2.088430 2.9 0.9 2.7
C -0.602646 -2.231147 -0.150888 1.4 0.6 0.2
C 0.671610 -1.827275 -0.828762 0.1 0.4 0.8
C 0.794379 -1.398337 1.476771 0.6 0.7 -0.9
C -0.483146 -1.978950 1.207126 -0.2 0.5 -1.1
C 1.511523 -1.281488 0.297375 -1.6 -0.9 -0.1
C -1.688877 -3.026712 -0.750797 -0.7 -0.4 -0.3
H -1.412029 -3.424379 -1.734968 -0.1 0.0 0.2
H -2.601001 -2.424341 -0.889193 -0.1 -0.3 0.0
H -1.951363 -3.876303 -0.090010 0.0 0.4 -0.5
C -1.565214 -2.212919 2.196499 -0.3 -0.2 0.4
H -2.009626 -3.213700 2.074944 0.1 0.3 0.1
H -2.382790 -1.485785 2.043454 0.1 -0.3 0.2
H -1.198417 -2.111255 3.230708 -0.3 -0.1 -0.4
C 1.247688 -0.846400 2.779764 0.2 0.1 0.4
H 0.740544 -1.337209 3.622894 0.3 0.2 -0.1
H 1.024156 0.235502 2.832545 0.2 -0.4 0.1
H 2.336486 -0.955807 2.896552 -0.4 0.0 0.1
C 2.909868 -0.832645 0.171253 0.7 0.5 -0.1
H 3.517449 -1.230919 1.007502 -0.1 0.3 -0.5
H 2.991930 0.272996 0.187984 0.1 -0.4 0.2
H 3.344487 -1.148870 -0.788941 0.0 0.0 0.3
C 1.341311 -2.895454 -1.666499 0.4 -0.7 0.4
H 1.668779 -3.687522 -0.961809 -0.2 0.1 -0.6
H 2.250727 -2.530094 -2.163669 -0.3 -0.2 0.0
H 0.648230 -3.302911 -2.418540 0.4 0.0 0.2
C -1.728927 0.532470 -4.870985 -1.1 -1.1 -1.0
C -1.889406 -0.806064 -4.674646 -0.7 0.8 -1.7
C -1.061079 -1.900484 -5.287136 0.0 -0.4 0.6
C 0.441581 -1.674656 -5.076032 0.6 -0.1 0.4
C 0.747092 -0.768524 -3.886179 -0.2 -1.4 -1.3
C 0.928218 0.684095 -4.026677 1.6 1.1 -0.6
C 0.618794 1.384187 -5.376715 0.7 -0.3 0.9
C -0.809313 1.201513 -5.853720 0.1 0.7 -0.6
H -1.248880 -2.066643 -6.363622 -0.3 0.4 0.4
H 0.909435 -1.293025 -5.995778 -0.1 -0.1 0.3
H -1.392512 -2.824295 -4.782642 0.3 0.2 -0.2
H -0.794233 0.755718 -6.861965 -0.3 -0.5 0.6
H -2.598678 1.151765 -4.626117 0.1 -0.1 0.4
H -2.875050 -1.146408 -4.312572 0.6 0.2 0.4
H -1.212250 2.195898 -6.085275 -0.2 -0.1 0.2
H 0.873014 2.448484 -5.257153 -0.2 -0.2 -0.1
H 1.986771 0.956669 -3.811371 -0.7 -0.2 -0.3
H 1.307326 1.024472 -6.159836 -0.1 0.0 0.4
H 0.910425 -2.639839 -4.863010 0.0 0.0 -0.3
H 1.571116 -1.152667 -3.255361 0.2 -0.2 -0.2
P -2.515253 2.213188 -1.914193 1.1 -0.9 0.6
P 1.556901 2.260872 -1.556900 1.1 -1.1 -0.2
C -1.213220 3.071345 -2.888547 0.7 0.7 -0.3
C 0.310604 3.312221 -2.483273 0.4 0.9 0.8
H -1.597120 4.108068 -2.962832 -0.1 -0.3 0.1
H -1.213965 2.726820 -3.944961 -0.4 -0.3 0.8
H 0.859613 3.618722 -3.389547 -0.6 0.0 0.2
H 0.299700 4.168598 -1.800890 -0.1 0.3 -0.4
C 1.888752 3.160313 0.023828 -0.1 0.1 -0.1
H 2.243918 2.434526 0.762835 -0.2 0.1 -0.1
H 0.990350 3.653535 0.387918 0.0 0.0 0.2
H 2.676763 3.924560 -0.081840 -0.4 -0.3 -0.2
C 3.309132 2.413786 -2.234797 -0.5 0.3 -0.3
H 3.489309 3.359603 -2.767330 -0.2 -0.2 0.1
H 3.550063 1.587913 -2.902960 0.0 0.1 0.0
H 4.013405 2.394564 -1.388668 -0.5 -0.1 -0.1
C -4.208989 2.562148 -2.457991 -0.7 0.2 0.3
H -4.807411 1.649446 -2.293428 0.3 0.3 0.2
H -4.301633 2.760973 -3.540493 0.6 0.0 0.3
H -4.723457 3.387114 -1.932257 0.5 -0.2 -0.1
C -2.442655 0.379562 -1.930629 -0.8 -0.9 -0.5
H -2.443493 -0.002897 -0.896219 -0.1 0.0 -0.3
H -1.723808 -0.199313 -2.629208 -2.9 0.6 -0.1
H -3.405776 0.082715 -2.417750 0.9 0.0 0.4
O -2.332786 2.470328 -0.259368 -0.4 0.6 -1.8
C -1.282667 1.958405 0.454300 2.0 -0.9 0.0
O -0.452388 1.179339 -0.053707 -2.7 1.4 0.9
C -1.281662 2.394816 1.868702 -0.2 0.3 0.7
C -1.336176 1.357343 2.813578 -0.2 0.0 -0.5
C -1.679232 1.613676 4.130505 0.0 0.9 0.6
C -1.864080 2.952106 4.522713 0.3 -0.7 -1.8
C -1.747987 4.015062 3.604957 0.2 -0.5 0.4
C -1.404064 3.748288 2.287505 -0.4 -1.0 -0.3
N -2.174885 3.258238 5.891122 -1.1 1.3 4.3
O -2.280130 2.345959 6.743599 0.4 1.4 -2.6
O -2.329113 4.466084 6.206407 0.4 -2.5 -1.3
H -1.164637 0.337054 2.488027 -0.2 0.1 0.0
H -1.833718 0.809147 4.849239 0.2 0.3 -0.1
H -1.964565 5.013168 3.964085 0.3 0.0 -0.1
H -1.228937 4.546655 1.574297 -0.3 0.0 0.1
```
Positions in Å, forces in eV/Å.

Output
charge	+2
relative energy (zero: lowest compared OMol25 entry of this formula, charge and spin)	161.8	kcal/mol
Kohn-Sham gap	5.489	eV
HOMO	-12.36	eV
lowest unoccupied orbital energy	-0.252	hartree
calculated total energy	-2295.02975	Eh